A molecular structure, C38H47N8RuS2Sb in a non-equilibrium geometry. Source: OMol25; level of theory: ωB97M-V/def2-TZVPD.

The geometry in XYZ format:
```
97
Properties=species:S:1:pos:R:3:forces:R:3
Ru 12.642 8.917 17.985 -0.2 -0.8 0.3
C 11.487 5.364 18.623 1.3 0.0 -0.3
C 10.650 6.393 17.984 -0.7 0.9 -0.7
N 10.855 7.711 18.000 -2.8 -2.2 -1.4
C 9.803 8.333 17.230 -0.2 -1.8 0.2
C 8.878 7.464 16.674 1.1 0.8 0.2
S 9.289 5.813 17.038 0.3 1.7 0.6
C 9.934 9.765 17.110 0.6 1.9 0.3
C 9.129 10.748 16.592 -0.5 -0.9 -0.5
S 9.839 12.319 16.601 0.9 -1.6 1.1
C 11.222 11.633 17.442 -0.4 -2.0 -0.2
N 11.152 10.269 17.636 -2.2 4.8 -1.8
C 12.345 12.519 17.887 0.0 0.1 0.0
H 12.128 5.884 19.367 -0.4 -0.7 -0.4
H 12.154 4.935 17.810 -0.7 0.2 1.1
H 10.847 4.575 19.056 0.6 0.3 -0.1
H 8.064 7.753 16.001 0.3 -0.3 0.4
H 8.150 10.575 16.124 0.6 0.2 0.3
H 11.907 13.378 18.416 0.3 -0.2 -0.1
H 12.902 12.927 17.025 -0.3 -0.2 0.3
H 13.060 12.007 18.549 -0.5 0.1 -0.2
C 10.511 10.820 21.011 0.3 0.7 -2.0
N 10.910 9.493 21.320 0.9 -2.3 0.9
C 10.151 8.751 22.367 0.2 0.7 0.1
C 10.869 7.422 22.466 0.6 -0.3 -0.3
N 12.045 7.607 21.581 0.2 0.4 -0.2
C 13.113 6.613 21.688 -0.6 0.0 0.7
C 12.031 8.797 20.926 -1.4 0.3 0.8
N 12.887 9.213 19.942 0.7 0.6 1.9
C 14.138 9.962 20.321 -0.4 -0.6 0.8
C 15.042 10.227 19.095 -0.4 -0.7 -0.3
N 14.553 9.406 17.948 2.7 0.8 -1.2
C 15.326 9.203 16.834 0.7 1.2 1.2
N 15.267 8.030 16.179 -0.4 -0.1 -0.1
C 14.326 6.989 16.493 -0.4 0.6 0.7
C 16.189 7.938 15.080 0.9 0.1 -0.7
C 16.966 9.272 15.175 0.8 0.3 0.1
N 16.273 10.022 16.236 -1.1 -1.7 0.5
C 16.763 11.338 16.605 0.5 -0.4 0.3
H 10.172 10.826 19.945 0.1 0.4 0.8
H 11.339 11.530 21.124 -0.2 -0.1 0.0
H 9.685 11.123 21.638 -0.1 0.0 0.2
H 9.132 8.556 22.049 -0.2 0.4 -0.1
H 10.138 9.329 23.318 0.0 -0.3 -0.7
H 10.237 6.617 22.056 0.3 0.1 0.3
H 11.201 7.162 23.486 -0.2 0.1 -0.5
H 12.801 5.672 21.205 0.2 0.2 0.4
H 13.280 6.457 22.784 0.0 -0.1 -1.0
H 14.024 6.955 21.234 0.4 0.3 -0.3
H 14.680 9.362 21.074 0.0 0.2 -0.3
H 13.909 10.917 20.831 -0.1 -0.3 -0.3
H 16.071 9.979 19.367 0.0 -0.1 -0.2
H 15.028 11.273 18.849 0.0 0.5 -0.1
H 14.703 6.276 17.211 0.3 -0.3 0.2
H 13.952 6.455 15.617 0.0 0.3 -0.1
H 13.491 7.550 17.044 0.6 -1.5 -1.2
H 15.670 7.810 14.122 -0.1 0.2 0.1
H 16.864 7.074 15.167 -0.2 0.2 0.2
H 16.944 9.885 14.270 -0.1 -0.3 -0.1
H 18.054 9.149 15.422 -1.0 -0.1 0.0
H 17.167 11.802 15.697 0.0 -0.1 0.3
H 17.544 11.276 17.398 -0.4 0.2 -0.6
H 15.945 11.947 16.943 -0.3 0.3 0.2
C 13.521 8.554 8.821 0.9 0.8 0.1
C 14.171 9.474 9.670 0.0 0.7 0.6
C 13.728 9.625 10.996 0.0 -0.9 -0.3
C 12.611 8.882 11.472 0.5 0.7 0.6
C 11.929 8.085 10.584 -0.8 -1.3 -0.3
C 12.396 7.895 9.291 -0.6 -0.4 -0.5
Sb 11.986 9.055 13.559 -1.0 2.4 -2.0
C 9.814 8.901 13.435 0.0 -1.1 -0.1
C 9.009 10.018 13.257 -0.4 1.4 0.6
C 7.687 9.899 12.755 1.5 0.1 0.0
C 7.196 8.655 12.421 0.3 -1.0 -0.2
C 7.970 7.491 12.671 0.4 0.9 0.4
C 9.259 7.619 13.220 -0.6 0.2 -0.8
C 12.137 11.287 13.358 0.7 -0.7 1.2
C 12.959 11.959 14.283 -0.5 0.7 -0.9
C 13.313 13.292 14.073 -0.4 -0.5 -1.0
C 12.775 13.962 12.949 0.5 0.1 1.0
C 11.853 13.345 12.125 0.4 -1.3 0.1
C 11.594 11.960 12.279 -0.4 0.5 -0.3
H 13.920 8.409 7.805 -0.4 -0.1 0.6
H 15.019 10.114 9.324 -0.8 -0.8 0.2
H 14.238 10.276 11.680 0.3 0.3 0.1
H 10.994 7.603 10.887 0.4 -0.1 -0.1
H 11.863 7.215 8.617 0.1 0.3 0.3
H 9.339 11.051 13.546 0.0 -1.2 -0.5
H 7.177 10.819 12.495 -0.3 -0.2 0.2
H 6.253 8.577 11.890 0.0 -0.1 0.3
H 7.626 6.495 12.408 -0.1 0.3 0.0
H 9.824 6.701 13.346 0.2 0.1 0.1
H 13.287 11.468 15.165 0.5 -0.6 0.6
H 14.068 13.749 14.703 -0.2 0.2 0.0
H 13.101 14.980 12.755 -0.2 -0.1 0.0
H 11.418 13.867 11.294 -0.1 0.2 -0.2
H 10.938 11.445 11.571 0.3 0.2 0.2
```
Positions in Å, forces in eV/Å.

Summary:
**Molar mass**: 902.81 g/mol
**HOMO (spin up / spin down)**: -0.5103 / -0.5726 hartree
**Total charge**: +3
**<S²>**: 8.780
**E_LUMO (spin up / spin down)**: -7.138 / -11.261 eV
**ΔE to the lowest compared entry with this formula, charge and spin**: 103.2 kJ/mol
**Spin multiplicity**: 6